Entry a
The following is a DFT calculation (ωB97M-V/def2-TZVPD) of a structure of composition C4H8FNO.

The geometry in ORCA input format:
```
! wB97M-V def2-TZVPD RIJCOSX def2/J DEFGRID3
* xyz 0 1
C 2.62 0.53 -0.10
C 0.69 -0.88 -0.14
C -0.28 0.15 0.16
C -1.66 -0.26 0.47
H 2.94 0.95 -1.44
H 1.67 1.09 0.60
H 3.77 0.26 0.53
H 0.57 -1.91 -0.26
H -1.72 0.26 1.52
H -1.70 -1.22 0.80
H -2.62 0.84 -0.86
H -3.52 -0.36 -0.39
N -2.60 -0.17 -0.64
O 2.01 -0.78 -0.20
F -0.17 1.50 -0.06
*
```

HOMO energy: -8.23 eV
HOMO-LUMO gap: 8.99 eV

These are the natural (NBO) partial charges, in e, on atoms 1 to 2: number 1, C, carries -0.320; number 2, C, carries 0.095


Entry b
The following is a DFT calculation (ωB97M-V/def2-TZVPD) of an isolated molecule of C4H8FNO.

The geometry in ORCA input format:
```
! wB97M-V def2-TZVPD RIJCOSX def2/J DEFGRID3
* xyz 0 1
C 0.28 -1.96 0.11
C -0.47 -0.72 -0.42
C 0.07 0.57 0.05
C 0.66 1.72 -0.98
F -0.26 1.64 -2.04
N -0.24 1.18 1.20
O -1.02 0.58 2.17
H 1.24 -2.15 -0.43
H 0.50 -2.00 1.11
H -0.26 -2.89 -0.13
H -0.34 -0.75 -1.54
H -1.58 -0.59 -0.08
H 0.89 2.70 -0.49
H 1.60 1.49 -1.37
H -1.09 1.19 2.86
*
```

HOMO energy: -9.60 eV
SMILES string: CC/C(CF)=N\O
HOMO-LUMO gap: 10.53 eV

These are the natural (NBO) partial charges, in e, on atoms 1 to 2: number 1, C, carries -0.596; number 2, C, carries -0.497


Stability ranking, top and bottom: entry b is the most stable and entry a is the least stable.


Entry a
The following is a DFT calculation (ωB97M-V/def2-TZVPD) of an isolated molecule of C4H8FNO.

The geometry in ORCA input format:
```
! wB97M-V def2-TZVPD RIJCOSX def2/J DEFGRID3
* xyz 0 1
C -2.12 0.44 0.27
C -0.80 -0.24 -0.05
F -1.28 -1.48 -0.54
N 0.09 0.27 -1.02
C 1.29 -0.57 -0.82
C 1.33 -0.75 0.78
O -0.04 -0.59 1.15
H -2.70 -0.25 0.93
H -2.67 0.42 -0.65
H -1.97 1.41 0.63
H 0.33 1.26 -0.63
H 2.20 0.02 -1.34
H 1.05 -1.51 -1.24
H 1.62 -1.77 1.12
H 1.82 0.11 1.40
*
```

HOMO energy: -10.08 eV
SMILES string: C[C@@]1(F)NCCO1
HOMO-LUMO gap: 11.01 eV

These are the natural (NBO) partial charges, in e, on atoms 1 to 2: number 1, C, carries -0.641; number 2, C, carries 0.711


Entry b
The following is a DFT calculation (ωB97M-V/def2-TZVPD) of an isolated molecule of C4H8FNO.

The geometry in ORCA input format:
```
! wB97M-V def2-TZVPD RIJCOSX def2/J DEFGRID3
* xyz 0 1
C -1.35 1.26 -0.55
C -0.12 1.00 0.28
O 0.42 1.72 1.06
C 0.52 -0.35 -0.07
C -0.30 -1.60 0.43
N 1.89 -0.37 0.42
F 2.93 -0.18 -0.44
H -1.68 0.28 -0.83
H -2.19 1.70 0.01
H -1.23 1.96 -1.44
H 0.50 -0.37 -1.31
H -0.45 -1.36 1.52
H -1.26 -1.74 -0.08
H 0.36 -2.48 0.08
H 1.96 0.54 0.91
*
```

HOMO energy: -9.53 eV
SMILES string: CC(=O)[C@H](C)NF
HOMO-LUMO gap: 10.18 eV

These are the natural (NBO) partial charges, in e, on atoms 1 to 2: number 1, C, carries -0.736; number 2, C, carries 0.587


Entry c
The following is a DFT calculation (ωB97M-V/def2-TZVPD) of a cluster of 2 separate species, C4H8FNO in total.

The geometry in ORCA input format:
```
! wB97M-V def2-TZVPD RIJCOSX def2/J DEFGRID3
* xyz 0 1
C 0.16 2.25 0.29
C -0.06 0.99 0.13
N -1.32 0.36 -0.35
C -1.01 -1.04 -0.57
C 0.03 -1.32 0.50
O 0.75 0.00 0.52
H 1.09 2.69 0.67
H -0.62 2.78 -0.08
H -2.19 0.54 0.12
H -0.59 -1.21 -1.56
H -2.00 -1.58 -0.51
H -0.37 -1.41 1.42
H 0.73 -2.15 0.27
F 3.03 -0.58 -0.69
H 2.37 -0.32 -0.15
*
```

HOMO energy: -8.74 eV
SMILES string: C=C1NCCO1.F
HOMO-LUMO gap: 9.53 eV

These are the natural (NBO) partial charges, in e, on atoms 1 to 2: number 1, C, carries -0.548; number 2, C, carries 0.465


Stability ranking, top and bottom: entry a is the most stable and entry b is the least stable.


Entry a
The following is a DFT calculation (ωB97M-V/def2-TZVPD) of an isolated molecule of C3H5NO2S.

The geometry in ORCA input format:
```
! wB97M-V def2-TZVPD RIJCOSX def2/J DEFGRID3
* xyz 0 1
C 0.23 0.58 -1.73
C 0.84 -0.40 -0.81
C -0.49 -0.45 1.71
N -0.41 1.34 -0.81
O 0.40 0.72 -2.90
O -1.07 2.48 -1.26
S 0.38 0.52 0.74
H 0.26 -1.27 -0.85
H 1.85 -0.64 -1.06
H -0.50 -0.01 2.68
H -1.28 -1.13 1.48
H -0.68 2.59 -2.20
*
```

HOMO energy: -9.09 eV
HOMO-LUMO gap: 9.36 eV

These are the natural (NBO) partial charges, in e, on atoms 1 to 2: number 1, C, carries 0.579; number 2, C, carries -0.611


Entry b
The following is a DFT calculation (ωB97M-V/def2-TZVPD) of an isolated molecule of C3H5NO2S.

The geometry in ORCA input format:
```
! wB97M-V def2-TZVPD RIJCOSX def2/J DEFGRID3
* xyz 0 1
O -2.51 -0.14 -0.81
C -1.95 -0.88 -0.05
C -0.64 -0.89 0.69
N -0.13 0.43 0.20
O -0.79 1.53 0.32
C 1.24 0.77 0.10
S 2.45 -0.44 -0.26
H -2.50 -1.71 0.55
H -0.11 -1.71 0.37
H -0.72 -0.94 1.86
H -1.64 1.47 -0.35
H 1.22 1.88 -0.26
*
```

HOMO energy: -8.51 eV
SMILES string: O=CCN(O)C=S
HOMO-LUMO gap: 8.43 eV

These are the natural (NBO) partial charges, in e, on atoms 1 to 2: number 1, O, carries -0.518; number 2, C, carries 0.477


Entry c
The following is a DFT calculation (ωB97M-V/def2-TZVPD) of an isolated molecule of C3H5NO2S.

The geometry in ORCA input format:
```
! wB97M-V def2-TZVPD RIJCOSX def2/J DEFGRID3
* xyz 0 1
C -0.59 -0.70 1.24
N -0.54 -0.23 -0.14
O -1.81 -0.36 -0.70
C 0.37 0.45 -0.83
S 0.10 0.82 -2.44
C 1.72 0.73 -0.22
O 2.15 0.39 0.87
H 0.35 -0.69 1.69
H -1.36 -0.07 1.72
H -0.94 -1.71 1.31
H -1.74 0.04 -1.58
H 2.30 1.34 -0.92
*
```

HOMO energy: -9.08 eV
SMILES string: CN(O)C(=S)C=O
HOMO-LUMO gap: 8.20 eV

These are the natural (NBO) partial charges, in e, on atoms 1 to 2: number 1, C, carries -0.424; number 2, N, carries -0.039


Entry d
The following is a DFT calculation (ωB97M-V/def2-TZVPD) of a structure of composition C3H5NO2S.

The geometry in ORCA input format:
```
! wB97M-V def2-TZVPD RIJCOSX def2/J DEFGRID3
* xyz 0 1
C 0.30 -0.72 -0.57
C -1.06 -0.09 -0.58
C 0.93 -0.13 0.69
N 0.72 -1.44 -1.53
O -1.29 1.10 1.89
O -0.26 2.34 0.12
S -0.48 1.06 0.71
H -1.35 0.37 -1.43
H -1.80 -0.67 -0.17
H 1.05 -0.59 1.66
H 1.69 0.62 0.55
H 1.56 -1.84 -1.33
*
```

HOMO energy: -10.48 eV
HOMO-LUMO gap: 10.92 eV

These are the natural (NBO) partial charges, in e, on atoms 1 to 2: number 1, C, carries 0.291; number 2, C, carries -0.696


Stability ranking, top and bottom: entry c is the most stable and entry b is the least stable.


Entry a
The following is a DFT calculation (ωB97M-V/def2-TZVPD) of a cluster of 2 separate species, C3H5NO2S in total.

The geometry in ORCA input format:
```
! wB97M-V def2-TZVPD RIJCOSX def2/J DEFGRID3
* xyz 0 1
C 1.98 -0.38 0.15
C -1.16 1.62 -0.17
C 1.66 -1.70 0.07
N 2.22 0.75 0.23
O -2.05 -0.50 1.19
O -0.73 -0.94 -0.86
S -1.79 -0.16 -0.20
H -0.82 1.86 -1.17
H -0.35 1.67 0.55
H -1.99 2.24 0.13
H 1.74 -2.24 -0.85
H 1.28 -2.21 0.94
*
```

HOMO energy (alpha / beta): -9.31 / -9.88 eV
HOMO-LUMO gap (alpha / beta): 6.91 / 8.75 eV

These are the natural (NBO) partial charges, in e, on atoms 1 to 2: number 1, C, carries 0.189; number 2, C, carries -0.783


Entry b
The following is a DFT calculation (ωB97M-V/def2-TZVPD) of an isolated molecule of C3H5NO2S.

The geometry in ORCA input format:
```
! wB97M-V def2-TZVPD RIJCOSX def2/J DEFGRID3
* xyz 0 1
C -0.59 -1.06 -1.07
N -0.97 0.07 -1.51
O -0.13 1.18 -1.27
C 0.02 1.57 0.07
S 1.41 0.77 0.91
C 0.67 -0.86 0.96
O 0.46 -1.46 -0.32
H -1.23 -1.90 -1.40
H -0.91 1.41 0.60
H 0.22 2.63 0.04
H -0.28 -0.81 1.48
H 1.32 -1.53 1.50
*
```

HOMO energy: -9.43 eV
SMILES string: C1=NOCSCO1
HOMO-LUMO gap: 10.18 eV

These are the natural (NBO) partial charges, in e, on atoms 1 to 2: number 1, C, carries 0.349; number 2, N, carries -0.175


Stability ranking, top and bottom: entry b is the most stable and entry a is the least stable.